A 2-piece molecular cluster, C6H17N2 overall at a distorted geometry. Source: the OMol25 dataset; level of theory: ωB97M-V/def2-TZVPD.

```
! wB97M-V def2-TZVPD RIJCOSX def2/J DEFGRID3
* xyz 1 1
N 2.673 -0.294 -1.913
N -2.843 -0.401 0.131
C 0.847 -0.125 0.661
C 2.150 1.975 0.343
C 1.585 0.935 1.338
C -1.618 -0.429 0.854
C -3.405 -1.627 -0.403
C -0.423 0.040 -0.072
H 1.334 -1.070 0.456
H 2.337 0.199 -2.723
H 2.343 0.519 2.011
H -0.628 1.086 -0.348
H 2.011 -0.506 -1.194
H -2.570 -2.090 -0.954
H -3.526 0.130 0.654
H 2.482 2.870 0.899
H 0.961 1.505 2.051
H -4.109 -1.323 -1.196
H 1.373 2.263 -0.380
H -0.460 -0.597 -0.971
H 3.243 -1.089 -2.151
H -3.798 -2.379 0.284
H 2.946 1.523 -0.243
H -1.654 0.291 1.687
H -1.252 -1.406 1.179
*
```

Calculated values
energy relative to the best compared isomer or geometry (same formula, charge and spin): 80.6 kcal/mol
highest occupied orbital energy: -12.9 eV
frontier orbital gap: 6.276 eV
LUMO: -6.62 eV
calculated total energy: -347.962395 Ha

=====

C54H84BrFINNbO32 as an isolated structure at a distorted geometry. Source: the OMol25 dataset; level of theory: ωB97M-V/def2-TZVPD.

```
! wB97M-V def2-TZVPD RIJCOSX def2/J DEFGRID3
* xyz -1 1
I 0.082 4.204 -3.925
Nb -0.409 5.498 -1.464
Br -2.219 3.733 3.659
F -0.675 6.417 0.335
O 1.394 -8.175 8.285
O -6.734 -2.401 4.687
O -2.715 -3.733 4.763
O 1.084 -6.368 1.527
O -2.025 -4.816 -0.603
O 6.164 8.661 -7.842
O -6.613 -9.972 -0.799
O -1.133 -2.174 5.180
O -4.269 -7.402 8.189
O -6.529 -0.228 5.273
O -3.872 -4.751 0.666
O 0.688 -7.983 6.166
O 8.018 11.783 -5.678
O -6.460 -7.599 7.676
O 2.458 4.389 -1.723
O 1.795 -8.263 0.521
O -4.484 -9.838 -0.059
O -4.922 -9.583 -2.246
O -0.405 -7.739 0.553
O 6.734 6.528 -8.241
O -6.109 -1.861 6.774
O -3.809 -3.566 -1.230
O 6.264 -0.357 -6.437
O -0.805 -8.398 7.806
O 5.462 -0.425 -4.324
O -2.026 6.569 -2.178
O 4.710 7.291 -8.893
O 6.002 1.550 -5.278
O -4.934 -7.218 6.053
O 9.558 10.561 -4.563
O 7.529 10.952 -3.654
O -3.289 -1.708 5.568
N 2.686 9.391 -3.211
C -5.330 -7.423 7.340
C -1.146 -6.802 1.342
C -2.605 3.832 1.713
C 3.292 3.246 -1.591
C -2.696 -9.697 -3.205
C 5.128 11.318 -3.538
C -2.815 -7.310 4.875
C -5.023 -3.903 0.675
C 0.319 -8.204 7.455
C -0.176 -5.678 1.504
C -7.207 -4.773 4.920
C -3.556 -6.823 6.098
C 0.951 7.194 -2.174
C -1.352 3.456 0.842
C 2.906 8.725 -2.067
C -3.089 -7.458 7.373
C 3.848 2.880 -3.033
C -4.121 6.716 -3.402
C -6.463 -1.383 5.550
C -3.217 0.693 5.923
C 2.165 7.654 -1.462
C -3.132 -4.415 -0.416
C -6.434 -3.253 6.782
C -5.173 -3.573 -0.786
C -2.675 6.027 -3.326
C 5.869 0.195 -5.252
C -1.223 -0.760 5.393
C 7.914 7.194 -7.784
C 6.722 1.877 -6.466
C -3.548 -9.224 -2.051
C 2.061 -7.572 6.185
C 7.339 8.387 -7.076
C 0.730 7.969 -3.395
C -1.662 3.775 -0.692
C 8.474 11.053 -4.623
C -0.404 -4.894 2.774
C 6.272 3.212 -7.006
C 5.764 7.476 -8.379
C -6.200 -4.617 1.286
C -4.598 7.257 -1.998
C 0.913 -7.526 0.835
C 2.556 -8.212 7.453
C 2.784 -8.039 4.942
C -5.454 -9.812 -1.013
C 1.573 9.018 -3.884
C -6.323 -3.616 5.327
C 6.393 0.719 -7.366
C 6.605 11.930 -5.494
C -2.526 -0.633 6.132
C 8.730 6.295 -6.883
C 6.468 11.851 -3.999
C -2.406 -2.642 5.136
C -3.233 -9.903 -0.747
C 1.477 4.449 -0.672
H -3.518 -5.729 6.153
H 9.571 6.835 -6.446
H -0.474 4.052 1.205
H 5.186 3.236 -7.122
H -4.195 8.277 -1.793
H 3.378 -7.662 7.908
H -2.273 -6.915 7.833
H 7.178 0.515 -8.094
H 4.311 11.947 -3.892
H -2.973 -9.174 -4.121
H -2.452 -9.391 -0.186
H -1.061 2.385 0.998
H -0.374 -0.398 5.971
H -7.446 -3.370 7.181
H -2.165 6.336 -4.275
H 6.257 12.879 -5.900
H -5.714 7.367 -2.062
H -6.371 -5.585 0.809
H -4.157 0.723 6.477
H 2.647 -9.112 4.792
H -5.739 -3.811 7.409
H -7.084 -4.987 3.859
H 1.866 5.084 0.175
H 4.187 3.402 -0.936
H -4.787 -3.009 1.260
H -4.070 7.610 -4.074
H 6.675 12.817 -3.526
H 3.520 3.660 -3.755
H -0.173 7.720 -3.996
H 2.089 -6.480 6.250
H -1.746 -7.104 4.956
H -2.759 4.021 -0.727
H -1.435 2.878 -1.326
H -5.718 -4.335 -1.350
H 2.755 2.332 -1.233
H -5.999 -4.816 2.337
H 7.038 8.175 -6.045
H -7.110 -4.020 1.209
H -5.642 -2.605 -0.952
H -3.490 -8.134 -1.959
H 2.378 -7.545 4.057
H 2.855 -9.256 7.322
H -2.869 4.932 -3.275
H 3.452 1.899 -3.392
H -2.054 -6.498 0.835
H 6.528 4.011 -6.309
H 2.461 7.192 -0.498
H 7.789 1.903 -6.222
H 4.964 10.299 -3.889
H 8.013 9.244 -7.081
H -1.229 -0.263 4.419
H 5.441 0.836 -7.892
H -3.389 3.083 1.441
H -6.964 -5.674 5.485
H -0.272 -5.527 3.656
H -1.409 -7.279 2.293
H -2.589 1.520 6.255
H 4.966 2.831 -3.037
H 6.101 11.112 -6.018
H 3.851 -7.822 5.003
H -1.407 -4.470 2.791
H -2.401 -0.832 7.202
H -2.957 -10.955 -0.862
H -4.871 6.008 -3.821
H 3.809 9.057 -1.494
H -4.354 6.572 -1.158
H 9.116 5.443 -7.446
H -2.961 -8.383 4.733
H -3.470 0.839 4.872
H -8.262 -4.534 5.072
H 6.735 3.428 -7.970
H -2.963 4.852 1.434
H -0.180 -5.014 0.639
H 0.321 -4.083 2.863
H -5.284 -3.814 5.042
H -2.851 -10.762 -3.392
H -1.637 -9.521 -3.009
H -3.198 -6.819 3.978
H 8.503 7.486 -8.659
H 1.168 3.446 -0.290
H 8.114 5.887 -6.080
H 1.324 9.553 -4.824
H 5.092 11.280 -2.448
H -2.802 -8.498 7.254
*
```

Calculated values
energy relative to the best compared isomer or geometry (same formula, charge and spin): 0.0 kcal/mol
highest occupied orbital energy: -5.6 eV
frontier orbital gap: 6.949 eV
LUMO: 1.33 eV
calculated total energy: -7599.220440 Ha

=====

An isolated molecule of C4H8N2OS at a distorted geometry. Source: the OMol25 dataset; level of theory: ωB97M-V/def2-TZVPD.

```
! wB97M-V def2-TZVPD RIJCOSX def2/J DEFGRID3
* xyz 0 1
S 2.067 -1.402 0.014
O 2.539 1.611 -0.387
N 1.211 1.842 -0.017
N 0.649 -0.535 -0.372
C 0.433 0.811 0.049
C -0.644 -1.257 -0.191
C -1.052 1.021 0.376
C -1.628 -0.144 -0.419
H -0.811 -1.680 0.824
H -2.677 -0.429 -0.151
H 2.088 -1.411 1.352
H -1.346 2.039 0.120
H -1.197 0.859 1.466
H -1.665 0.127 -1.479
H 2.713 0.626 -0.295
H -0.681 -2.079 -0.891
*
```

Calculated values
energy relative to the best compared isomer or geometry (same formula, charge and spin): 56.6 kcal/mol
highest occupied orbital energy: -8.8 eV
frontier orbital gap: 9.364 eV
LUMO: 0.56 eV
calculated total energy: -740.071770 Ha

=====

An isolated molecule of CH4FO4P at a distorted geometry. Source: the OMol25 dataset; level of theory: ωB97M-V/def2-TZVPD.

```
! wB97M-V def2-TZVPD RIJCOSX def2/J DEFGRID3
* xyz 0 1
P 0.764 -0.717 0.311
F 1.553 1.767 -0.477
O 0.984 -1.167 1.630
O -0.693 -0.516 -0.347
O 1.555 0.621 0.502
O 1.503 -1.577 -0.749
C -1.551 0.500 0.163
H -2.347 0.260 0.954
H -0.979 1.360 0.554
H -2.016 0.749 -0.885
H 1.228 -1.280 -1.656
*
```

Calculated values
energy relative to the best compared isomer or geometry (same formula, charge and spin): 12.0 kcal/mol
highest occupied orbital energy: -11.7 eV
frontier orbital gap: 10.874 eV
LUMO: -0.85 eV
calculated total energy: -782.621397 Ha

=====

C5H14O3 as an isolated structure at a distorted geometry. Source: the OMol25 dataset; level of theory: ωB97M-V/def2-TZVPD.

```
! wB97M-V def2-TZVPD RIJCOSX def2/J DEFGRID3
* xyz 0 1
O 1.094 0.688 0.169
O 1.057 -0.352 -1.917
O -1.123 -0.396 -0.142
C 1.560 0.723 -1.169
C 1.209 2.067 -1.806
C -2.407 -0.287 0.396
C 0.091 -1.106 2.212
C 0.009 -1.489 0.770
H 1.601 2.106 -2.821
H 0.090 0.669 0.106
H -0.670 -2.306 0.540
H 0.460 -1.978 2.761
H 0.958 -1.708 0.296
H 0.786 -0.284 2.366
H 1.631 2.882 -1.220
H -0.883 -0.844 2.618
H 2.644 0.586 -1.126
H -2.766 -1.259 0.775
H 0.089 -0.359 -1.805
H 0.125 2.180 -1.846
H -2.453 0.427 1.231
H -3.101 0.042 -0.387
*
```

Calculated values
energy relative to the best compared isomer or geometry (same formula, charge and spin): 41.7 kcal/mol
highest occupied orbital energy: -9.8 eV
frontier orbital gap: 10.672 eV
LUMO: 0.91 eV
calculated total energy: -424.539850 Ha

=====

A 7-piece molecular cluster, C48H52F10NO3PS overall at a distorted geometry. Source: the OMol25 dataset; level of theory: ωB97M-V/def2-TZVPD.

```
! wB97M-V def2-TZVPD RIJCOSX def2/J DEFGRID3
* xyz 0 1
S 3.680 -6.198 3.325
P 2.238 -5.563 2.153
F -3.645 2.709 -2.887
F -1.938 8.889 -5.766
F 8.352 -0.246 -2.009
F -3.290 -4.204 1.240
F 1.433 -0.534 -3.775
F -3.971 -2.397 0.101
F -1.719 -1.644 -0.411
F -4.637 -1.414 4.290
F 3.048 2.814 -0.696
F -1.017 -3.675 0.183
O 0.075 -3.934 2.818
O -1.399 -0.515 2.022
O 0.408 0.993 1.559
N -0.723 -0.984 5.792
C -1.905 5.635 -4.180
C -6.820 2.092 -0.355
C 0.324 0.904 -0.889
C 9.501 -0.591 -1.401
C -4.685 2.507 -2.058
C -1.698 -1.331 5.002
C 5.300 2.145 -0.859
C -7.883 -2.062 6.728
C -1.538 -2.680 4.154
C -0.273 1.505 -2.225
C 1.752 -2.853 -3.523
C -6.907 -2.012 4.528
C 0.704 -3.232 -6.073
C -6.668 -1.670 7.280
C -5.911 2.138 -2.584
C -4.508 2.671 -0.695
C 1.531 -3.959 2.907
C 10.605 -0.916 -2.170
C -5.702 -1.627 5.090
C 1.641 -4.137 -4.044
C -4.159 6.184 -4.840
C 10.742 -0.977 0.610
C -1.458 6.846 -4.697
C -5.584 2.467 0.161
C -3.116 -2.825 1.138
C 5.438 2.089 1.922
C 4.196 2.471 -0.089
C -8.002 -2.236 5.353
C -0.493 0.469 2.532
C 11.794 -1.267 -1.540
C 11.861 -1.299 -0.152
C 0.804 -1.949 -5.549
C 1.330 -1.774 -4.281
C -3.254 5.303 -4.254
C -2.369 7.716 -5.271
C 6.489 1.796 -0.229
C -0.287 1.571 0.431
C 6.557 1.765 1.160
C -5.568 -1.456 6.457
C -3.715 7.400 -5.347
C 9.556 -0.615 -0.018
C -1.619 0.757 -2.704
C -0.387 -2.597 3.068
C -6.984 1.925 -1.727
C -1.606 -2.526 0.688
C 1.119 -4.325 -5.320
C 4.252 2.449 1.294
C -0.745 -1.763 1.766
H -6.983 -2.135 3.454
H -2.526 -3.066 3.764
H -0.410 7.116 -4.656
H 1.435 1.134 -0.895
H 0.477 -1.087 -6.118
H 0.477 1.296 -3.051
H 7.361 1.548 -0.821
H -3.444 -2.255 2.047
H 12.787 -1.577 0.340
H -4.406 8.102 -5.799
H -8.739 -2.232 7.371
H -1.196 -3.454 4.917
H 2.163 -2.686 -2.534
H -5.210 5.923 -4.900
H -8.949 -2.545 4.925
H -3.602 4.358 -3.856
H -2.611 -0.684 4.972
H 1.249 -6.581 2.024
H -0.025 2.681 0.417
H -2.140 1.378 -3.482
H 3.372 2.712 1.870
H 0.036 -1.684 5.732
H -1.132 1.345 2.884
H -2.253 0.583 -1.780
H 0.095 0.133 3.438
H -7.659 1.929 0.313
H 8.677 -0.353 0.558
H 0.231 -0.218 -0.851
H 5.491 2.061 3.004
H 1.958 -3.101 2.309
H 0.479 -2.047 3.569
H -1.410 1.488 0.475
H 0.246 -1.504 1.263
H 1.037 -5.327 -5.727
H 7.483 1.489 1.652
H 1.961 -4.989 -3.457
H 0.301 -3.380 -7.069
H -1.255 -0.223 -3.155
H -1.202 4.950 -3.720
H -3.535 2.955 -0.311
H -5.458 2.602 1.229
H 1.796 -3.927 4.003
H -4.612 -1.159 6.870
H 10.532 -0.894 -3.251
H 10.795 -1.006 1.692
H 12.667 -1.514 -2.133
H -6.022 2.021 -3.656
H -7.947 1.629 -2.126
H -6.577 -1.530 8.351
H 2.834 -5.285 0.874
H -0.414 2.630 -2.167
H 5.226 2.166 -1.939
*
```

Calculated values
highest occupied orbital energy: -8.8 eV
frontier orbital gap: 9.082 eV
LUMO: 0.32 eV
calculated total energy: -3878.778906 Ha

=====

> The highest highest occupied orbital energy belongs to which entry?

C54H84BrFINNbO32

=====

> The lowest calculated total energy belongs to which entry?

C54H84BrFINNbO32

=====

> Which of these has the lowest calculated total energy?

C54H84BrFINNbO32

=====

> What is the frontier orbital gap in the second record?

6.949 eV